Entry 1:
{"formula": "C28H34BN11O8P2PbS", "method": "the ωB97M-V functional and the def2-TZVPD basis", "species": ["Pb", "C", "C", "N", "N", "C", "B", "N", "C", "C", "C", "N", "N", "C", "C", "C", "N", "N", "C", "C", "C", "N", "H", "H", "H", "H", "H", "H", "H", "H", "H", "H", "H", "H", "O", "P", "O", "O", "O", "P", "O", "O", "O", "H", "H", "N", "C", "S", "C", "C", "C", "N", "C", "C", "H", "H", "H", "H", "H", "H", "C", "C", "C", "C", "C", "C", "H", "H", "H", "H", "H", "C", "N", "C", "C", "C", "O", "H", "H", "H", "H", "H", "H", "H", "H", "H"], "coordinates": [[11.623, 10.982, 11.943], [8.442, 14.192, 12.430], [9.356, 13.424, 11.761], [9.877, 12.514, 12.616], [9.328, 12.760, 13.803], [8.440, 13.778, 13.727], [10.177, 12.116, 14.905], [10.129, 10.587, 14.645], [9.503, 9.750, 15.458], [9.640, 8.475, 14.945], [10.360, 8.629, 13.729], [10.641, 9.925, 13.573], [11.629, 12.620, 14.821], [12.260, 13.526, 15.639], [13.592, 13.561, 15.254], [13.702, 12.646, 14.227], [12.530, 12.122, 13.935], [9.658, 12.335, 16.335], [10.156, 12.053, 17.562], [9.095, 11.894, 18.472], [7.949, 12.138, 17.667], [8.294, 12.301, 16.412], [7.853, 15.026, 11.985], [9.674, 13.474, 10.732], [7.872, 14.131, 14.574], [8.949, 9.997, 16.359], [9.212, 7.556, 15.317], [10.645, 7.872, 13.039], [11.761, 13.964, 16.456], [14.370, 14.154, 15.732], [14.571, 12.376, 13.642], [11.241, 12.040, 17.783], [9.058, 11.800, 19.531], [6.993, 12.128, 18.032], [14.324, 7.535, 11.638], [13.950, 9.008, 11.285], [14.451, 10.148, 12.136], [12.424, 9.057, 11.176], [14.459, 8.982, 9.724], [13.700, 9.852, 8.659], [14.785, 9.936, 7.493], [13.786, 11.267, 9.367], [12.412, 9.282, 8.246], [15.188, 7.319, 11.960], [14.988, 9.172, 6.953], [6.170, 7.134, 8.575], [6.818, 7.070, 9.737], [6.553, 5.814, 10.827], [7.755, 8.134, 10.024], [7.510, 8.928, 11.135], [8.456, 9.894, 11.543], [9.671, 10.031, 10.927], [9.902, 9.286, 9.873], [8.934, 8.375, 9.341], [5.546, 6.374, 8.324], [6.153, 7.935, 7.936], [6.596, 8.800, 11.744], [8.258, 10.599, 12.352], [10.907, 9.313, 9.420], [9.091, 7.795, 8.442], [12.985, 14.537, 8.780], [12.923, 13.241, 8.323], [12.571, 12.134, 9.239], [12.279, 12.589, 10.662], [12.332, 13.902, 11.050], [12.728, 14.882, 10.113], [13.214, 15.293, 8.047], [13.268, 12.950, 7.307], [11.788, 11.483, 8.879], [11.961, 14.236, 11.981], [12.827, 15.924, 10.426], [5.601, 12.547, 10.075], [6.560, 13.493, 9.511], [6.186, 14.896, 9.661], [7.634, 12.899, 8.941], [8.710, 13.828, 8.315], [7.784, 11.683, 9.023], [5.986, 12.128, 11.031], [5.450, 11.779, 9.329], [4.671, 13.082, 10.240], [5.798, 14.979, 10.724], [5.405, 15.259, 9.031], [7.053, 15.591, 9.586], [8.549, 14.876, 8.465], [8.632, 13.614, 7.230], [9.709, 13.552, 8.700]], "lowdin_spin": [0.014, 0.000, 0.001, 0.001, 0.000, 0.000, 0.000, 0.000, 0.000, 0.000, 0.000, -0.001, 0.000, 0.000, 0.000, -0.001, -0.002, 0.000, 0.000, 0.000, 0.000, 0.000, 0.000, 0.001, 0.000, 0.000, 0.000, 0.000, 0.000, 0.000, 0.000, 0.000, 0.000, 0.000, 0.000, 0.000, 0.002, -0.004, 0.003, 0.003, 0.001, 0.052, 0.004, 0.000, 0.000, 0.000, 0.000, 0.000, 0.000, 0.000, 0.000, 0.000, 0.000, 0.000, 0.000, 0.000, 0.000, 0.000, 0.000, 0.000, 0.002, 0.256, 0.070, 0.235, 0.016, 0.309, -0.006, 0.010, 0.020, -0.004, 0.016, 0.000, 0.000, 0.000, 0.000, 0.001, 0.000, 0.000, 0.000, 0.000, 0.000, 0.000, 0.000, 0.000, 0.000, 0.001], "charge": 1, "lumo_ev": [-3.356, -4.155], "s_squared": 0.7956, "homo_ha": [-0.3848, -0.3848], "multiplicity": 2}


Entry 2:
{"formula": "C4H30BO23", "method": "the ωB97M-V functional and the def2-TZVPD basis", "species": ["O", "C", "O", "B", "O", "C", "O", "O", "C", "O", "C", "O", "O", "O", "H", "H", "O", "H", "H", "O", "H", "H", "O", "H", "H", "O", "H", "H", "O", "H", "H", "O", "H", "H", "O", "H", "H", "O", "H", "H", "O", "H", "H", "O", "H", "H", "O", "H", "H", "O", "H", "H", "O", "H", "H", "O", "H", "H"], "coordinates": [[-18.410, -3.169, 10.498], [-18.741, -2.710, 11.614], [-17.978, -1.993, 12.306], [-18.661, -1.847, 13.654], [-19.872, -2.647, 13.562], [-19.876, -3.124, 12.364], [-20.908, -3.399, 11.782], [-18.917, -0.446, 13.957], [-18.424, -0.202, 15.099], [-18.347, 0.917, 15.561], [-17.748, -1.362, 15.601], [-17.793, -2.297, 14.745], [-17.230, -1.499, 16.668], [-17.728, -5.461, 9.362], [-17.998, -4.630, 9.828], [-16.987, -5.757, 9.919], [-19.885, 2.451, 13.612], [-19.778, 1.600, 13.212], [-19.111, 2.485, 14.186], [-16.199, -4.237, 13.312], [-17.068, -4.301, 13.709], [-16.293, -4.848, 12.565], [-18.651, -0.626, 8.941], [-19.198, -1.441, 8.975], [-17.835, -0.912, 9.278], [-18.219, -5.196, 14.999], [-17.354, -5.351, 15.295], [-18.604, -4.411, 15.408], [-15.657, -1.272, 10.364], [-15.708, -1.338, 11.303], [-14.784, -1.066, 10.094], [-21.761, -1.121, 10.438], [-21.109, -0.443, 10.585], [-21.776, -1.537, 11.303], [-16.001, 0.804, 13.680], [-16.229, 1.700, 13.970], [-15.225, 0.948, 13.122], [-15.508, -3.379, 17.568], [-16.169, -2.695, 17.312], [-14.757, -2.924, 17.914], [-15.988, 1.933, 16.363], [-16.875, 1.779, 16.026], [-15.767, 2.867, 16.193], [-17.162, 0.864, 10.995], [-17.245, 0.772, 11.917], [-16.467, 0.285, 10.689], [-14.291, -0.356, 15.735], [-15.089, 0.114, 15.488], [-14.351, -0.659, 16.632], [-15.554, -3.949, 10.218], [-15.515, -3.947, 9.248], [-15.815, -3.046, 10.377], [-14.947, -1.783, 13.086], [-15.186, -1.059, 13.670], [-15.413, -2.574, 13.270], [-20.753, -6.067, 10.575], [-19.964, -6.236, 11.055], [-21.188, -5.439, 11.128]], "nbo_charge": [-0.617, 0.687, -0.602, 1.165, -0.635, 0.660, -0.546, -0.623, 0.706, -0.614, 0.684, -0.636, -0.568, -0.976, 0.495, 0.457, -0.941, 0.470, 0.469, -0.968, 0.482, 0.487, -0.949, 0.477, 0.473, -0.957, 0.487, 0.489, -0.973, 0.516, 0.485, -0.933, 0.466, 0.468, -0.973, 0.491, 0.492, -0.977, 0.495, 0.456, -0.965, 0.490, 0.464, -0.969, 0.467, 0.475, -0.967, 0.491, 0.469, -0.980, 0.469, 0.489, -0.992, 0.483, 0.508, -0.932, 0.460, 0.472], "charge": -1, "lumo_ev": 1.517, "homo_ha": -0.2866}


Entry 3:
{"formula": "C3H5NO2S2", "method": "the ωB97M-V functional and the def2-TZVPD basis", "species": ["C", "C", "C", "N", "O", "O", "S", "S", "H", "H", "H", "H", "H"], "coordinates": [[-1.413, 0.271, -0.317], [1.245, -0.336, 0.217], [0.216, 0.409, 0.869], [-1.646, -0.998, -0.483], [-1.833, 1.341, -0.605], [0.395, 1.777, 0.900], [1.244, -1.987, 0.160], [2.432, 0.678, -0.570], [-0.216, -0.017, 1.771], [-0.916, -1.661, -0.188], [-2.396, -1.347, -1.066], [-0.280, 2.206, 0.342], [3.170, -0.338, -1.031]], "nbo_charge": [0.761, -0.294, -0.076, -0.830, -0.568, -0.717, -0.112, 0.148, 0.217, 0.430, 0.410, 0.499, 0.134], "charge": 0, "lumo_ev": -0.606, "homo_ha": -0.3276}


Entry 4:
{"formula": "C7H10N2O2S", "method": "the ωB97M-V functional and the def2-TZVPD basis", "species": ["C", "C", "C", "C", "C", "C", "C", "N", "N", "O", "O", "S", "H", "H", "H", "H", "H", "H", "H", "H", "H", "H"], "coordinates": [[0.357, -1.075, -0.299], [1.502, -0.375, -0.126], [-0.085, 1.200, -0.060], [-2.102, -0.421, -0.021], [0.169, -2.481, -0.321], [-3.073, 0.725, 0.307], [2.254, 2.004, 0.198], [-0.715, -0.126, -0.231], [1.274, 0.919, 0.002], [-2.455, -1.551, -0.150], [2.800, -0.772, -0.052], [-0.669, 2.630, -0.521], [-0.354, -3.028, -1.183], [-0.500, -2.829, 0.501], [1.109, -3.076, -0.258], [-3.139, 1.477, -0.588], [-2.623, 1.448, 1.129], [-4.021, 0.266, 0.702], [2.552, 1.919, 1.188], [3.068, 1.849, -0.462], [1.745, 2.967, 0.334], [2.905, -1.672, -0.086]], "nbo_charge": [0.011, 0.444, 0.213, 0.716, -0.651, -0.743, -0.424, -0.430, -0.381, -0.564, -0.660, -0.184, 0.242, 0.245, 0.207, 0.278, 0.248, 0.245, 0.207, 0.225, 0.262, 0.491], "charge": 0, "lumo_ev": 0.367, "homo_ha": -0.2717, "smiles": "CC(=O)n1c(C)c(O)n(C)c1=S"}


Energy above the lowest of the compared OMol25 structures with the same formula, charge and spin (kcal/mol)
23.0 61.0 34.0 40.7
Maximum force (eV Å⁻¹)
3.44 7.61 3.71 4.78